88
Properties=species:S:1:pos:R:3 method="wB97M-V/def2-TZVPD" e_above_lowest_kj_mol=136.8 homo_energy_ha=-0.0329 charge=-2 molar_mass_da=786.28
Rb -0.83 -0.07 1.57
S 3.16 1.22 3.77
F -1.11 -1.90 5.15
F -1.09 -3.67 3.89
F -2.58 -2.10 3.54
O -2.42 0.59 -0.84
O -1.94 0.93 -3.27
N 5.24 0.73 2.24
N -0.92 -2.23 -1.90
N -0.80 -2.73 -0.66
N -3.09 2.07 1.35
N 3.99 -1.11 2.86
N -3.75 2.18 0.20
N -1.72 2.09 3.76
C 2.84 -3.67 -3.81
C -1.97 -2.75 -2.57
C -2.57 -3.63 -1.71
C 2.76 -2.36 -4.29
C 2.48 -1.31 -3.43
C 0.67 3.96 0.09
C -3.06 2.08 3.73
C -3.81 2.06 4.92
C 4.74 -2.05 2.03
C 2.31 -2.86 -1.60
C 3.10 2.90 -0.68
C -3.04 1.70 -3.33
C 1.83 4.71 0.28
C 2.60 -3.90 -2.47
C 4.16 0.22 2.87
C 2.02 -0.41 -1.13
C -1.18 -2.26 3.78
C -2.02 -4.33 0.75
C -5.34 3.26 -3.53
C -2.31 -2.37 -3.97
C 2.25 -1.54 -2.06
C -3.15 1.96 6.13
C -4.90 2.82 -2.29
C 0.71 2.69 -0.46
C 6.19 -0.12 1.54
C -3.25 1.56 -0.85
C -3.46 2.18 -4.57
C -3.76 2.04 -2.17
C -1.76 1.93 6.14
C -4.61 2.94 -4.67
C 1.94 2.09 -0.85
C -1.10 2.01 4.93
C 2.01 0.86 -1.51
C 5.48 -1.32 0.93
C -3.74 2.08 2.45
C -1.80 -3.58 -0.52
C 3.04 4.16 -0.12
H -2.93 -3.14 -4.43
H -0.26 -1.54 -2.22
H 2.94 -2.15 -5.34
H -1.90 0.64 -2.29
H 2.12 -3.06 -0.56
H 1.86 -0.74 -0.08
H -6.24 3.85 -3.61
H 3.09 -4.48 -4.48
H -2.33 -5.35 0.55
H 6.19 -1.99 0.44
H 6.69 0.46 0.77
H -0.21 2.14 -0.62
H -4.84 2.06 2.45
H 3.16 -1.43 3.33
H 6.95 -0.46 2.26
H -2.87 -1.43 -3.99
H -5.43 3.07 -1.39
H -4.89 2.08 4.87
H -3.45 -4.23 -1.90
H 1.78 5.69 0.73
H 2.63 -4.92 -2.09
H 3.96 4.73 0.00
H -0.02 2.02 4.89
H -0.29 4.37 0.38
H 5.45 -2.61 2.65
H -4.94 3.29 -5.64
H 4.04 -2.78 1.60
H 4.05 2.52 -1.06
H -2.88 1.92 -5.45
H 5.11 1.68 1.92
H -1.41 -2.22 -4.57
H -2.79 -3.85 1.36
H 4.78 -0.96 0.18
H -1.11 -4.33 1.35
H 2.43 -0.29 -3.78
H -1.21 1.81 7.07
H -3.71 1.89 7.05